{"formula": "C21H34N3O5P", "method": "ωB97M-V with the def2-TZVPD basis set", "elements": ["C", "C", "O", "P", "O", "C", "C", "C", "C", "O", "C", "O", "O", "C", "C", "H", "H", "H", "H", "H", "H", "H", "H", "H", "H", "H", "H", "H", "H", "H", "H", "H", "H", "H", "C", "C", "C", "N", "C", "H", "H", "H", "H", "H", "C", "C", "C", "N", "C", "H", "H", "H", "H", "H", "C", "C", "C", "N", "C", "H", "H", "H", "H", "H"], "coordinates": [[-1.256, 2.554, 2.371], [-1.563, 4.043, 2.203], [-1.810, 4.454, 0.842], [-3.174, 3.996, 0.157], [-4.057, 5.143, -0.110], [-2.788, 3.206, -1.437], [-1.503, 3.700, -2.105], [-0.200, 3.254, -1.426], [0.437, 2.020, -2.069], [0.060, 0.867, -1.275], [-0.859, 0.058, -1.811], [-1.418, -0.816, -1.158], [-3.888, 2.940, 1.118], [-5.130, 2.419, 0.606], [-5.157, 0.920, 0.766], [-2.120, 2.078, 2.826], [-0.421, 2.385, 3.037], [-1.127, 2.055, 1.418], [-2.348, 4.374, 2.871], [-0.678, 4.594, 2.502], [-3.621, 3.491, -2.071], [-2.831, 2.120, -1.357], [-1.527, 4.781, -2.179], [-1.499, 3.299, -3.116], [-0.326, 3.013, -0.381], [0.516, 4.065, -1.523], [1.512, 2.097, -1.969], [0.140, 1.903, -3.105], [-1.098, 0.205, -2.873], [-5.299, 2.690, -0.429], [-5.909, 2.852, 1.221], [-5.237, 0.642, 1.812], [-6.017, 0.502, 0.253], [-4.262, 0.443, 0.376], [4.870, 3.739, -4.368], [5.416, 2.471, -4.027], [5.157, 2.259, -2.700], [4.480, 3.350, -2.226], [4.298, 4.255, -3.237], [4.896, 4.216, -5.333], [5.938, 1.794, -4.681], [5.395, 1.431, -2.055], [4.166, 3.469, -1.281], [3.781, 5.183, -3.065], [-1.598, -4.091, 0.498], [-1.080, -5.304, 1.031], [0.133, -5.522, 0.435], [0.364, -4.493, -0.437], [-0.684, -3.613, -0.403], [-2.534, -3.623, 0.749], [-1.545, -5.940, 1.766], [0.849, -6.318, 0.550], [1.178, -4.397, -1.013], [-0.699, -2.724, -1.018], [3.769, -7.106, 4.702], [4.098, -7.993, 3.642], [3.146, -7.837, 2.671], [2.256, -6.893, 3.103], [2.629, -6.440, 4.337], [4.308, -6.971, 5.625], [4.936, -8.668, 3.599], [3.027, -8.315, 1.713], [1.451, -6.580, 2.592], [2.054, -5.687, 4.848]], "nbo_charge": [-0.6487, -0.0688, -0.8056, 2.3878, -1.1124, -0.8198, -0.3955, -0.4252, -0.0730, -0.4938, 0.6404, -0.5844, -0.8258, -0.0631, -0.6310, 0.2241, 0.2178, 0.2198, 0.1929, 0.1891, 0.2587, 0.2270, 0.2273, 0.1994, 0.2301, 0.2145, 0.2009, 0.1799, 0.1110, 0.1866, 0.1956, 0.2128, 0.2174, 0.2198, -0.3031, -0.3035, -0.0789, -0.5115, -0.0818, 0.2234, 0.2233, 0.2121, 0.4103, 0.2110, -0.2991, -0.3112, -0.0979, -0.5064, -0.0695, 0.2208, 0.2191, 0.1960, 0.4087, 0.2363, -0.3117, -0.2964, -0.0848, -0.5076, -0.0742, 0.2198, 0.2178, 0.2068, 0.4154, 0.2109], "orbital_gap_ev": 8.6, "total_charge": 0, "e_tot_ev": -46325.8093, "smiles": "CCOP(=O)(CCCCOC=O)OCC.c1cc[nH]c1.c1cc[nH]c1.c1cc[nH]c1", "max_force_ha_per_bohr": 0.04876, "e_above_lowest_kcal_mol": 80.7}